Computed, not measured: a cluster of 2 separate species, C3H13N2O in total at a distorted geometry, with wB97M-V/def2-TZVPD.

## Properties
Orbital gap (hartree): 0.4143
Relative energy (zero: lowest compared OMol25 entry of this formula, charge and spin) (kJ/mol): 49.2
E_HOMO (hartree): -0.5210
Electronic energy (hartree): -306.61694
E_LUMO (eV): -2.9

The geometry in ORCA input format:
```
! RIJCOSX wB97M-V def2-TZVPD def2/J DEFGRID3
* xyz 1 1
C 0.55695 -0.51903 -0.70461
C 1.38808 0.70157 -0.42691
C 0.48106 1.95486 -0.19670
N -0.17253 1.90642 1.13142
N -0.35397 -0.81933 0.45017
H -0.06660 -0.39177 -1.58859
H 1.27051 -1.32915 -0.83451
H 2.08286 0.72262 0.41670
H 2.04092 1.02402 -1.23807
H -0.18631 2.08548 -1.04171
H 1.11471 2.84912 -0.21951
H 0.33659 2.47755 1.80193
H -0.97670 2.52884 1.06488
H -1.29960 -1.12247 0.24158
H -0.44356 0.09331 1.01163
H -0.00049 -1.52232 1.08955
H -1.76491 -3.86386 0.41882
H -2.31782 -3.52873 -1.03871
O -1.68921 -3.24713 -0.33735
*
```

Atomic partial charges in e from the natural (NBO) method, atoms 1 to 5: -0.2258, -0.4525, -0.2374, -0.8705, -0.7182